{
  "formula": "C25H27N4O3PtS",
  "method": "the ωB97M-V functional and the def2-TZVPD basis",
  "e_lumo_ha": [-0.309, -0.433],
  "multiplicity": 5,
  "gap_ev": [8.64, 5.74],
  "relative_energy_kcal_mol": 11.9,
  "charge": 3,
  "e_tot_ev": -52520.207,
  "species": ["Pt", "O", "C", "C", "C", "C", "C", "C", "C", "C", "N", "H", "H", "H", "H", "H", "H", "H", "H", "H", "H", "H", "C", "N", "C", "C", "N", "C", "S", "C", "C", "C", "C", "C", "N", "H", "H", "H", "H", "H", "H", "H", "H", "H", "C", "C", "O", "C", "C", "C", "C", "C", "C", "O", "H", "H", "H", "H", "H", "H", "H"],
  "xyz": [[-0.43, 0.07, -0.10], [-2.04, -0.74, -1.50], [-3.26, -1.37, -1.02], [-3.03, -2.80, -0.60], [-1.84, -2.95, 0.36], [-1.96, -2.12, 1.60], [-2.61, -2.61, 2.72], [-2.67, -1.87, 3.89], [-2.05, -0.63, 3.92], [-1.43, -0.18, 2.78], [-1.41, -0.89, 1.63], [-1.61, -1.30, -2.17], [-4.01, -1.29, -1.82], [-3.59, -0.75, -0.19], [-2.86, -3.44, -1.47], [-3.95, -3.17, -0.13], [-0.91, -2.69, -0.15], [-1.75, -4.00, 0.66], [-3.06, -3.60, 2.68], [-3.18, -2.26, 4.76], [-2.04, -0.02, 4.81], [-0.93, 0.78, 2.76], [-3.75, 4.23, 0.02], [-2.30, 4.37, -0.21], [-1.68, 5.53, -0.48], [-0.35, 5.25, -0.64], [-0.17, 3.91, -0.46], [-1.39, 3.35, -0.19], [-1.93, 1.78, 0.12], [1.14, 3.28, -0.55], [2.23, 4.10, -0.79], [3.48, 3.51, -0.89], [3.59, 2.14, -0.74], [2.44, 1.42, -0.50], [1.22, 1.96, -0.40], [-4.18, 5.22, -0.01], [-3.92, 3.78, 1.00], [-4.19, 3.61, -0.76], [-2.20, 6.47, -0.55], [0.44, 5.94, -0.87], [2.15, 5.16, -0.90], [4.35, 4.13, -1.07], [4.55, 1.64, -0.81], [2.49, 0.35, -0.38], [1.90, -2.37, -3.32], [1.62, -1.88, -1.94], [0.62, -1.17, -1.76], [2.51, -2.27, -0.82], [3.63, -3.03, -1.08], [4.50, -3.47, -0.05], [4.24, -3.15, 1.28], [3.13, -2.40, 1.59], [2.23, -1.92, 0.57], [1.26, -1.21, 0.94], [1.10, -2.04, -3.98], [1.99, -3.46, -3.35], [2.85, -1.96, -3.68], [3.87, -3.32, -2.09], [5.36, -4.06, -0.31], [4.90, -3.50, 2.06], [2.89, -2.13, 2.61]],
  "lowdin_spin": [1.570, 0.125, 0.007, 0.000, 0.000, 0.013, 0.009, -0.006, 0.008, 0.015, 0.160, 0.002, 0.004, 0.001, 0.000, 0.000, -0.001, 0.000, 0.001, 0.000, 0.001, 0.005, 0.007, 0.068, 0.075, 0.104, 0.048, 0.019, 0.527, 0.005, 0.010, -0.001, 0.008, 0.004, 0.090, 0.000, 0.003, 0.003, 0.003, 0.005, 0.001, 0.000, 0.001, 0.001, 0.002, 0.019, 0.073, 0.093, 0.062, 0.255, -0.010, 0.198, 0.094, 0.309, 0.000, 0.000, 0.000, 0.000, 0.011, -0.004, 0.006]
}


{
  "formula": "C25H27N5O3Pd",
  "method": "the ωB97M-V functional and the def2-TZVPD basis",
  "e_lumo_ha": [-0.444, -0.603],
  "multiplicity": 5,
  "gap_ev": [7.45, 3.75],
  "charge": 4,
  "e_tot_ev": -43388.696,
  "species": ["N", "C", "C", "H", "H", "H", "N", "C", "C", "H", "H", "H", "N", "C", "C", "H", "H", "H", "Pd", "C", "O", "C", "O", "C", "C", "C", "C", "C", "C", "H", "H", "H", "H", "H", "H", "C", "N", "N", "C", "O", "C", "C", "C", "C", "C", "C", "C", "C", "C", "H", "H", "H", "H", "H", "H", "H", "H", "H", "H", "H", "H"],
  "xyz": [[-4.75, -0.71, 2.69], [-4.01, -1.46, 3.20], [-3.12, -2.42, 3.85], [-2.70, -3.11, 3.11], [-3.66, -3.03, 4.60], [-2.31, -1.89, 4.38], [-2.41, 3.48, -1.72], [-2.65, 4.61, -1.81], [-2.93, 6.03, -1.93], [-3.97, 6.21, -1.67], [-2.76, 6.33, -2.97], [-2.27, 6.61, -1.27], [-0.09, -1.40, -3.71], [0.81, -2.00, -4.14], [1.83, -2.81, -4.75], [2.74, -2.23, -4.89], [1.48, -3.16, -5.73], [2.04, -3.68, -4.12], [-1.99, 0.62, -1.28], [-0.13, 0.63, -2.05], [0.99, 0.73, -2.29], [-1.87, 0.95, 0.67], [-1.73, 1.16, 1.79], [-4.15, -0.05, -0.82], [-3.68, -1.31, -1.26], [-3.04, -1.39, -2.49], [-2.88, -0.21, -3.25], [-3.70, 0.90, -3.00], [-4.33, 0.98, -1.76], [-4.56, 0.05, 0.20], [-3.77, -2.18, -0.62], [-2.62, -2.32, -2.85], [-2.26, -0.26, -4.14], [-3.77, 1.72, -3.72], [-4.89, 1.87, -1.47], [4.67, -0.89, 2.20], [3.44, -1.42, 1.64], [2.37, -0.65, 1.40], [1.30, -1.43, 0.97], [0.19, -0.95, 0.67], [1.84, -2.77, 0.98], [3.14, -2.71, 1.42], [4.15, -3.77, 1.67], [2.35, 0.76, 1.63], [2.99, 1.61, 0.72], [3.09, 2.96, 1.02], [2.50, 3.46, 2.20], [1.81, 2.60, 3.07], [1.71, 1.24, 2.77], [4.69, 0.20, 2.12], [5.51, -1.32, 1.63], [4.76, -1.20, 3.25], [1.29, -3.65, 0.72], [5.10, -3.58, 1.14], [4.40, -3.86, 2.74], [3.73, -4.73, 1.33], [3.39, 1.18, -0.20], [3.61, 3.64, 0.35], [2.57, 4.52, 2.43], [1.35, 2.98, 3.99], [1.15, 0.54, 3.39]],
  "lowdin_spin": [0.000, 0.000, 0.000, 0.000, 0.000, 0.000, 0.060, 0.000, 0.000, 0.000, 0.000, 0.000, 0.002, 0.001, 0.000, 0.000, 0.000, 0.000, 1.026, 0.070, 0.010, 0.067, 0.007, 0.103, 0.155, 0.156, 0.089, 0.124, 0.120, 0.000, 0.004, 0.004, 0.000, 0.003, 0.003, 0.040, 0.290, 0.101, 0.066, 0.306, 0.264, -0.005, -0.011, 0.260, 0.037, 0.115, 0.337, 0.120, 0.031, 0.004, 0.010, 0.018, 0.011, -0.003, -0.004, 0.000, -0.001, 0.002, 0.011, 0.002, -0.002]
}


{
  "formula": "C25H28As2FeNO2PSe",
  "method": "the ωB97M-V functional and the def2-TZVPD basis",
  "e_lumo_ha": [-0.098, -0.218],
  "multiplicity": 6,
  "gap_ev": [8.17, 4.92],
  "relative_energy_kcal_mol": 46.3,
  "charge": 1,
  "e_tot_ev": -262656.671,
  "species": ["Fe", "C", "As", "C", "C", "C", "C", "C", "C", "C", "As", "C", "C", "H", "H", "H", "H", "H", "H", "H", "H", "H", "H", "H", "H", "H", "H", "H", "H", "O", "C", "O", "C", "P", "C", "C", "C", "C", "C", "C", "C", "C", "C", "C", "C", "C", "H", "H", "H", "H", "H", "H", "H", "H", "H", "H", "H", "H", "Se", "C", "N"],
  "xyz": [[0.13, 0.06, -0.16], [2.82, -2.74, 0.23], [1.96, -1.47, -0.94], [3.48, -0.81, -1.94], [1.13, -2.60, -2.28], [1.92, -3.54, -2.96], [1.37, -4.32, -3.96], [0.03, -4.17, -4.30], [-0.76, -3.25, -3.62], [-0.22, -2.47, -2.60], [-1.40, -1.41, -1.44], [-2.85, -0.91, -2.61], [-2.13, -2.94, -0.50], [3.48, -3.37, -0.35], [2.08, -3.34, 0.74], [3.40, -2.19, 0.98], [3.98, -1.64, -2.42], [4.17, -0.32, -1.26], [3.15, -0.10, -2.69], [2.97, -3.65, -2.72], [1.98, -5.05, -4.47], [-0.40, -4.78, -5.08], [-1.80, -3.15, -3.90], [-3.41, -1.80, -2.89], [-2.46, -0.42, -3.49], [-3.50, -0.24, -2.07], [-2.41, -3.69, -1.24], [-2.99, -2.63, 0.08], [-1.38, -3.35, 0.16], [-2.88, -0.36, 0.85], [-2.05, 0.09, 1.63], [-0.76, -0.13, 1.55], [-2.52, 1.02, 2.73], [-1.65, 2.68, 2.79], [-0.07, 2.25, 3.59], [1.09, 1.78, 2.99], [2.20, 1.41, 3.75], [2.15, 1.50, 5.13], [1.00, 1.98, 5.75], [-0.10, 2.36, 4.98], [-1.29, 2.85, 1.02], [-0.05, 3.59, 0.47], [-0.49, 4.63, -0.58], [-1.25, 4.11, -1.53], [-1.47, 2.61, -1.35], [-2.07, 2.41, 0.04], [-2.38, 0.57, 3.72], [-3.58, 1.20, 2.59], [1.14, 1.66, 1.92], [3.09, 1.03, 3.26], [3.01, 1.22, 5.73], [0.96, 2.06, 6.83], [-0.98, 2.74, 5.47], [0.60, 4.00, 1.23], [-0.17, 5.65, -0.50], [-1.70, 4.64, -2.36], [-2.05, 2.14, -2.14], [-3.03, 1.94, 0.15], [2.45, 2.19, -0.31], [0.61, 2.53, -0.41], [-0.11, 1.95, -1.30]],
  "lowdin_spin": [3.623, 0.010, 0.031, 0.018, -0.001, 0.000, 0.000, 0.000, 0.002, 0.007, 0.041, 0.012, 0.007, 0.001, 0.000, 0.000, 0.001, 0.002, 0.004, 0.000, 0.000, 0.000, 0.000, 0.002, 0.000, 0.000, 0.001, 0.000, 0.000, 0.010, 0.016, 0.117, 0.003, 0.002, 0.003, 0.020, 0.003, 0.000, 0.001, 0.001, 0.006, 0.011, 0.004, 0.000, 0.006, 0.013, 0.000, 0.000, 0.018, 0.001, 0.000, 0.000, 0.000, 0.003, 0.000, 0.000, 0.000, 0.001, 0.844, 0.082, 0.070]
}


{
  "formula": "C25H28BF3O3",
  "method": "the ωB97M-V functional and the def2-TZVPD basis",
  "e_lumo_ha": -0.006,
  "multiplicity": 1,
  "gap_ev": 6.93,
  "smiles": "CC1(C)OB(C2C=CC=CC=C2)OC1(C)C.Cc1ccc(-c2ccc(C(F)(F)F)cc2)o1",
  "relative_energy_kcal_mol": 0.0,
  "charge": 0,
  "e_tot_ev": -41349.229,
  "species": ["C", "C", "C", "O", "B", "C", "C", "C", "C", "C", "C", "C", "O", "C", "C", "C", "H", "H", "H", "H", "H", "H", "H", "H", "H", "H", "H", "H", "H", "H", "H", "H", "H", "H", "H", "C", "C", "C", "C", "C", "C", "C", "C", "C", "C", "F", "F", "F", "C", "C", "O", "H", "H", "H", "H", "H", "H", "H", "H", "H"],
  "xyz": [[-3.13, 2.32, 3.95], [-2.10, 1.64, 3.07], [-1.60, 0.39, 3.77], [-2.74, 1.22, 1.84], [-2.15, 1.99, 0.88], [-1.77, 1.35, -0.58], [-0.74, 0.20, -0.65], [-0.75, -0.48, -1.84], [-0.63, 0.05, -3.14], [-0.56, 1.38, -3.50], [-0.99, 2.48, -2.74], [-1.56, 2.49, -1.50], [-1.47, 3.12, 1.31], [-0.97, 2.66, 2.58], [-0.75, 3.86, 3.47], [0.39, 2.00, 2.35], [-2.69, 2.55, 4.93], [-3.50, 3.25, 3.51], [-3.98, 1.65, 4.12], [-1.03, 0.66, 4.67], [-2.46, -0.21, 4.09], [-0.97, -0.23, 3.12], [-2.78, 0.93, -0.81], [-0.58, -0.26, 0.32], [-0.91, -1.56, -1.80], [-0.48, -0.70, -3.94], [-0.18, 1.60, -4.50], [-0.90, 3.45, -3.25], [-1.98, 3.44, -1.17], [-0.36, 3.52, 4.43], [-0.02, 4.53, 3.01], [-1.68, 4.42, 3.64], [0.81, 1.63, 3.30], [0.34, 1.17, 1.63], [1.08, 2.74, 1.94], [4.04, -0.38, 1.64], [2.73, -0.84, 1.19], [1.70, -1.45, 1.87], [0.81, -1.96, 0.89], [1.23, -1.48, -0.38], [1.31, -2.29, -1.58], [0.59, -3.51, -1.68], [0.46, -4.15, -2.91], [1.13, -3.63, -4.02], [0.85, -4.15, -5.40], [0.25, -3.19, -6.17], [1.99, -4.53, -6.06], [0.01, -5.23, -5.40], [2.03, -2.57, -3.88], [2.13, -1.92, -2.66], [2.44, -0.80, -0.15], [4.39, -1.02, 2.46], [4.78, -0.41, 0.83], [3.99, 0.64, 2.03], [1.63, -1.58, 2.96], [-0.05, -2.59, 1.08], [0.07, -3.91, -0.81], [-0.17, -5.02, -3.02], [2.63, -2.25, -4.73], [2.80, -1.06, -2.57]],
  "lowdin_charge": [-0.018, -0.448, -0.005, 0.157, -0.545, -0.160, -0.013, -0.107, -0.073, -0.087, -0.100, -0.038, 0.132, -0.464, -0.016, -0.001, 0.096, 0.097, 0.096, 0.098, 0.098, 0.080, 0.148, 0.071, 0.118, 0.106, 0.103, 0.102, 0.112, 0.098, 0.097, 0.088, 0.096, 0.074, 0.105, -0.012, -0.316, -0.030, -0.028, -0.238, -0.187, -0.019, 0.000, -0.138, -0.520, 0.107, 0.113, 0.112, -0.008, -0.002, 0.062, 0.096, 0.093, 0.086, 0.122, 0.119, 0.116, 0.118, 0.127, 0.128]
}


| no. | molar mass (g/mol) |
| --- | --- |
| 1 | 658.7 |
| 2 | 551.9 |
| 3 | 690.1 |
| 4 | 444.3 |